C21H18N2O5S5SbW | ωB97M-V/def2-TZVPD

The geometry in XYZ format:
```
53
Properties=species:S:1:pos:R:3
W 0.723 -0.860 -0.627
C -2.026 1.248 1.822
N -0.987 0.333 2.219
C 0.230 0.930 2.692
C 1.216 1.359 1.552
N 0.741 1.011 0.214
C 2.867 -0.211 -0.455
C 0.591 2.117 -0.638
C 1.406 3.245 -0.641
C 1.144 4.285 -1.527
C 0.079 4.201 -2.411
C -0.716 3.063 -2.438
C -0.456 2.011 -1.574
S -1.293 0.503 -1.468
C -1.412 -0.867 2.836
C -1.605 -0.939 4.207
C -1.982 -2.125 4.823
C -2.178 -3.257 4.050
C -1.991 -3.196 2.676
C -1.607 -2.012 2.049
S -1.433 -2.024 0.300
H -2.493 1.756 2.687
H -2.795 0.719 1.260
H -1.611 2.004 1.154
H 0.733 0.208 3.334
H 0.027 1.824 3.308
H 2.201 0.944 1.778
H 1.318 2.442 1.607
H 2.897 0.761 -0.946
H 3.534 -0.888 -0.980
H 3.194 -0.152 0.579
H 2.259 3.309 0.022
H 1.795 5.151 -1.537
H -0.115 5.004 -3.111
H -1.524 2.975 -3.155
H -1.438 -0.044 4.797
H -2.113 -2.164 5.898
H -2.451 -4.199 4.510
H -2.110 -4.087 2.072
O -0.412 -0.982 -6.790
C -0.167 -0.998 -5.608
C 0.842 -0.111 -4.880
O 1.554 0.738 -5.386
C 0.734 -0.531 -3.502
C -0.193 -1.553 -3.315
O -0.348 -2.028 -2.130
C -0.828 -1.924 -4.582
O -1.686 -2.751 -4.810
O 1.396 -0.133 -2.448
S 1.867 -5.648 1.649
Sb 1.039 -3.797 0.551
S 1.421 -1.713 1.624
S 2.163 -2.947 -1.311
```

* E: -97828.912 eV
* molar mass: 844.3 g mol⁻¹
* multiplicity: 2
* HOMO (spin up / spin down): -1.710 / -2.361 eV
* energy relative to the best compared isomer or geometry (same formula, charge and spin): 2.806 eV
* frontier orbital gap (spin up / spin down): 5.4 / 5.9 eV
* charge: -2
* maximum force: 1.59 eV Å⁻¹
* <S²>: 0.7611
* LUMO energy (spin up / spin down): 3.7 / 3.5 eV

These are the Mulliken partial charges, in e, on atoms 1 to 8: -0.30, -1.15, 1.46, -1.39, -1.32, 1.76, -1.18, -0.63